A 6-piece molecular cluster, C35H82BN5O12 overall in a non-equilibrium geometry. Source: OMol25; level of theory: wB97M-V/def2-TZVPD.

As for the SMILES: C#CBCCC(=O)O.COCCNCCOC.COCCNCCOC.COCCNCCOC.COCCNCCOC.COCCNCCOC. Its charge is 0. The calculation puts the LUMO energy at -0.3787 eV. As for the HOMO energy: -0.3197 Eh.

Last column: Löwdin charge in e.
Geometry (Å):
C: -4.077 0.819 4.144  0.124
C: -4.861 1.433 4.832  -0.043
B: -5.537 2.329 5.900  -0.127
C: -5.160 2.124 7.430  -0.141
C: -3.673 1.699 7.615  -0.128
C: -2.757 2.893 7.362  -0.538
O: -2.469 3.619 8.268  0.116
O: -2.332 3.131 6.108  0.120
H: -3.314 0.364 3.551  0.032
H: -6.298 3.177 5.573  0.061
H: -5.282 3.077 7.954  0.105
H: -5.789 1.353 7.889  0.113
H: -3.422 0.850 6.969  0.106
H: -3.525 1.357 8.638  0.118
H: -2.618 2.409 5.528  0.079
C: -5.154 1.132 -2.648  -0.102
O: -4.327 -0.016 -2.742  -0.205
C: -3.040 0.257 -3.289  -0.203
C: -1.963 0.065 -2.237  -0.202
N: -2.028 1.105 -1.214  -0.039
C: -1.176 0.848 -0.057  -0.192
C: -1.501 -0.367 0.812  -0.217
O: -2.730 -0.259 1.514  -0.219
C: -3.880 -0.675 0.791  -0.087
H: -6.149 0.799 -2.354  0.088
H: -4.785 1.831 -1.891  0.082
H: -5.227 1.643 -3.612  0.083
H: -2.992 1.256 -3.731  0.106
H: -2.874 -0.469 -4.092  0.117
H: -0.981 0.097 -2.719  0.123
H: -2.100 -0.935 -1.805  0.105
H: -2.984 1.195 -0.896  0.073
H: -1.233 1.735 0.580  0.123
H: -0.139 0.772 -0.397  0.104
H: -0.726 -0.430 1.581  0.109
H: -1.452 -1.309 0.255  0.114
H: -3.653 -1.480 0.088  0.092
H: -4.336 0.164 0.263  0.077
H: -4.611 -1.042 1.513  0.087
C: 5.227 -4.348 3.787  -0.102
O: 3.806 -4.345 3.846  -0.189
C: 3.250 -3.338 4.681  -0.210
C: 2.514 -2.301 3.855  -0.208
N: 3.449 -1.495 3.076  -0.047
C: 2.811 -0.629 2.087  -0.193
C: 2.059 -1.297 0.937  -0.232
O: 2.889 -2.009 0.037  -0.173
C: 3.172 -3.349 0.403  -0.094
H: 5.526 -5.238 3.235  0.091
H: 5.603 -3.469 3.253  0.077
H: 5.671 -4.390 4.783  0.080
H: 4.009 -2.871 5.310  0.098
H: 2.531 -3.832 5.342  0.123
H: 1.947 -1.646 4.523  0.123
H: 1.802 -2.835 3.212  0.106
H: 4.091 -2.111 2.595  0.069
H: 3.600 -0.011 1.651  0.120
H: 2.129 0.052 2.607  0.117
H: 1.602 -0.498 0.347  0.103
H: 1.233 -1.929 1.286  0.103
H: 2.347 -3.807 0.955  0.090
H: 4.091 -3.411 0.991  0.072
H: 3.331 -3.916 -0.514  0.088
C: -2.069 7.559 -6.980  -0.116
O: -1.360 6.388 -7.341  -0.197
C: 0.027 6.434 -7.019  -0.216
C: 0.359 5.435 -5.927  -0.216
N: -0.207 5.845 -4.647  -0.052
C: -0.121 4.826 -3.601  -0.196
C: -0.906 3.530 -3.801  -0.229
O: -2.314 3.698 -3.772  -0.197
C: -2.901 4.050 -5.013  -0.096
H: -3.076 7.474 -7.386  0.088
H: -2.142 7.665 -5.893  0.079
H: -1.598 8.451 -7.403  0.087
H: 0.342 7.443 -6.740  0.122
H: 0.574 6.153 -7.924  0.121
H: 1.446 5.360 -5.829  0.123
H: -0.023 4.457 -6.247  0.105
H: -1.180 6.086 -4.781  0.068
H: -0.480 5.291 -2.679  0.120
H: 0.933 4.579 -3.440  0.118
H: -0.669 2.877 -2.955  0.106
H: -0.597 2.986 -4.701  0.112
H: -2.358 3.626 -5.861  0.092
H: -2.973 5.134 -5.122  0.073
H: -3.919 3.654 -5.022  0.080
C: -4.036 -3.494 -5.952  -0.115
O: -5.451 -3.448 -5.944  -0.193
C: -5.986 -2.442 -5.088  -0.208
C: -6.667 -1.353 -5.895  -0.209
N: -5.691 -0.556 -6.632  -0.048
C: -6.280 0.364 -7.603  -0.201
C: -7.035 -0.237 -8.788  -0.227
O: -6.215 -0.950 -9.696  -0.178
C: -5.992 -2.312 -9.371  -0.099
H: -3.737 -4.371 -6.524  0.087
H: -3.610 -2.606 -6.432  0.077
H: -3.638 -3.586 -4.937  0.087
H: -5.220 -2.022 -4.428  0.107
H: -6.736 -2.928 -4.457  0.123
H: -7.222 -0.699 -5.217  0.121
H: -7.385 -1.840 -6.568  0.105
H: -5.062 -1.179 -7.122  0.068
H: -5.460 0.966 -8.005  0.117
H: -6.946 1.052 -7.073  0.116
H: -7.452 0.598 -9.359  0.120
H: -7.889 -0.848 -8.475  0.110
H: -6.845 -2.755 -8.851  0.089
H: -5.088 -2.430 -8.769  0.071
H: -5.837 -2.854 -10.304  0.088
C: 6.819 -1.789 5.511  -0.109
O: 7.644 -2.939 5.411  -0.214
C: 8.905 -2.672 4.804  -0.210
C: 10.030 -2.823 5.811  -0.214
N: 9.998 -1.751 6.799  -0.052
C: 10.907 -1.950 7.927  -0.199
C: 10.642 -3.135 8.855  -0.228
O: 9.448 -3.025 9.609  -0.178
C: 8.278 -3.494 8.963  -0.100
H: 5.839 -2.106 5.856  0.065
H: 7.221 -1.073 6.235  0.084
H: 6.704 -1.300 4.539  0.092
H: 8.924 -1.686 4.333  0.123
H: 9.043 -3.419 4.016  0.122
H: 10.987 -2.795 5.283  0.123
H: 9.925 -3.811 6.278  0.106
H: 9.057 -1.663 7.158  0.068
H: 10.864 -1.040 8.531  0.118
H: 11.929 -2.025 7.542  0.117
H: 11.454 -3.155 9.588  0.120
H: 10.682 -4.096 8.330  0.110
H: 8.488 -4.323 8.282  0.088
H: 7.777 -2.688 8.421  0.071
H: 7.591 -3.846 9.734  0.088

Atomic forces in eV per Å
C 0.053 0.320 0.179
C 0.007 0.363 0.557
B 0.018 -0.602 -0.006
C 0.945 0.284 -0.766
C -0.155 -0.364 -0.271
C -0.384 -0.572 0.900
O 0.292 0.487 -0.125
O -0.014 -0.151 -0.112
H -0.184 -0.208 -0.297
H -0.082 -0.006 -0.113
H -0.332 -0.251 0.177
H -0.154 0.189 -0.080
H -0.108 0.169 -0.058
H 0.180 0.289 0.014
H -0.106 0.051 -0.055
C -0.039 -0.169 0.049
O -0.059 0.258 0.008
C 0.179 -0.379 -0.110
C -0.267 0.211 0.126
N 0.187 -0.270 -0.023
C -0.271 0.204 -0.002
C 0.346 0.138 0.152
O 0.043 -0.166 -0.151
C -0.121 0.113 0.246
H 0.033 -0.055 -0.006
H 0.001 0.122 -0.096
H 0.017 0.049 0.013
H -0.033 0.067 0.160
H -0.001 0.021 -0.014
H 0.023 -0.001 0.031
H 0.078 -0.113 -0.149
H -0.018 0.078 -0.060
H 0.062 -0.048 0.056
H -0.009 -0.059 -0.031
H -0.041 0.007 0.025
H -0.148 0.019 -0.068
H 0.045 0.053 -0.049
H -0.019 -0.076 -0.147
H 0.047 -0.010 0.026
C -0.310 -0.096 -0.069
O 0.284 0.049 -0.019
C -0.412 -0.200 -0.053
C 0.287 -0.007 -0.132
N -0.207 -0.014 0.019
C 0.258 -0.072 0.012
C -0.030 0.282 -0.078
O -0.124 -0.115 0.141
C 0.128 0.089 -0.226
H -0.060 0.002 -0.002
H 0.121 0.036 0.120
H 0.045 0.075 -0.010
H 0.085 0.043 -0.065
H 0.014 0.026 0.017
H -0.007 0.027 -0.025
H -0.118 -0.054 0.122
H 0.018 -0.010 0.026
H -0.071 0.038 -0.050
H -0.041 -0.040 0.011
H 0.031 -0.011 -0.027
H 0.095 -0.130 0.057
H 0.020 0.034 0.079
H -0.055 -0.111 0.125
H -0.032 0.046 -0.016
C -0.040 -0.184 -0.054
O -0.013 0.261 0.139
C 0.126 -0.350 -0.194
C -0.264 0.168 0.120
N 0.112 -0.168 -0.075
C -0.171 0.217 -0.013
C 0.188 -0.127 0.348
O 0.076 -0.042 -0.277
C -0.181 -0.007 0.246
H 0.031 -0.050 -0.019
H 0.040 0.137 0.003
H 0.000 0.040 0.053
H -0.093 0.006 0.100
H 0.012 0.029 0.010
H 0.001 -0.020 0.027
H 0.121 -0.040 -0.137
H -0.001 0.031 -0.007
H 0.017 -0.084 0.037
H 0.006 -0.033 -0.053
H -0.098 0.015 0.029
H -0.078 0.119 -0.125
H 0.055 0.059 -0.008
H 0.050 0.014 -0.172
H 0.024 -0.037 0.025
C -0.160 -0.074 -0.096
O 0.265 0.121 0.053
C -0.354 -0.083 0.044
C 0.307 -0.046 -0.144
N -0.201 0.018 0.028
C 0.263 -0.089 0.011
C -0.063 0.305 -0.074
O -0.113 -0.115 0.144
C 0.134 0.101 -0.223
H -0.057 0.002 0.000
H 0.100 0.025 0.099
H 0.049 0.050 0.000
H 0.057 0.052 -0.093
H 0.013 0.020 0.016
H -0.005 0.023 -0.017
H -0.128 -0.042 0.117
H 0.021 -0.010 0.018
H -0.062 0.036 -0.048
H -0.049 -0.043 0.009
H 0.020 -0.015 -0.018
H 0.082 -0.118 0.060
H 0.019 0.028 0.079
H -0.061 -0.115 0.121
H -0.030 0.045 -0.014
C 0.121 -0.117 0.078
O -0.034 0.395 -0.030
C 0.175 -0.449 -0.042
C -0.217 0.199 0.155
N 0.106 -0.181 -0.030
C -0.208 0.168 -0.006
C 0.266 0.099 0.138
O -0.005 -0.131 -0.177
C -0.030 0.121 0.251
H 0.016 -0.059 0.024
H -0.010 0.109 -0.089
H -0.029 0.060 0.024
H -0.036 0.059 0.122
H 0.006 0.028 -0.015
H 0.020 -0.001 0.026
H 0.050 -0.109 -0.145
H -0.011 0.020 -0.013
H 0.055 -0.041 0.047
H -0.007 -0.058 -0.023
H -0.027 0.004 0.015
H -0.131 0.016 -0.080
H 0.026 0.045 -0.066
H -0.039 -0.084 -0.150
H 0.050 -0.004 0.022

***

A 11-piece molecular cluster, C35H82BO18 overall in a non-equilibrium geometry. Source: OMol25; level of theory: wB97M-V/def2-TZVPD.

Its charge is -1. The calculation puts the LUMO energy at 2.3795 eV. As for the HOMO energy: -0.2728 Eh.

Last column: Löwdin charge in e.
Geometry (Å):
O: -1.330 -2.474 0.458  0.154
C: -0.563 -1.575 0.321  -0.393
O: -0.804 -0.413 -0.243  0.235
B: 0.378 0.459 -0.119  -0.896
O: 1.409 -0.407 0.502  0.209
C: 0.894 -1.601 0.812  -0.375
O: 1.447 -2.445 1.446  0.153
O: 0.141 1.679 0.644  0.238
C: 0.920 2.616 0.152  -0.397
O: 1.083 3.711 0.574  0.143
C: 1.288 2.157 -1.287  -0.439
O: 0.853 0.931 -1.449  0.214
O: 1.766 2.846 -2.091  0.180
C: 4.430 0.155 5.349  -0.083
C: 3.485 0.264 4.155  -0.254
O: 2.272 0.879 4.625  -0.167
C: 1.291 1.028 3.610  -0.275
C: 0.083 1.729 4.184  -0.052
H: 5.418 -0.213 5.019  0.073
H: 4.704 1.095 5.822  0.067
H: 4.032 -0.603 6.020  0.070
H: 3.933 0.892 3.371  0.114
H: 3.230 -0.739 3.791  0.118
H: 1.690 1.642 2.785  0.108
H: 1.066 0.043 3.164  0.116
H: 0.422 2.709 4.529  0.085
H: -0.313 1.217 5.068  0.083
H: -0.760 1.814 3.506  0.031
C: 4.608 -3.218 -2.029  -0.072
C: 3.858 -1.965 -2.440  -0.303
O: 4.146 -1.625 -3.777  -0.152
C: 3.302 -0.592 -4.292  -0.259
C: 1.858 -0.967 -4.495  -0.083
H: 4.226 -4.051 -2.619  0.073
H: 5.678 -3.117 -2.213  0.072
H: 4.439 -3.387 -0.967  0.071
H: 2.785 -2.193 -2.339  0.110
H: 3.993 -1.147 -1.718  0.124
H: 3.370 0.328 -3.689  0.120
H: 3.760 -0.287 -5.240  0.116
H: 1.704 -1.927 -4.999  0.086
H: 1.402 -0.238 -5.174  0.053
H: 1.169 -0.957 -3.650  0.060
C: -3.246 0.048 -3.114  -0.067
C: -1.897 0.251 -3.769  -0.304
O: -2.064 1.141 -4.838  -0.164
C: -0.901 1.272 -5.686  -0.265
C: -1.310 2.104 -6.869  -0.083
H: -3.966 -0.405 -3.787  0.075
H: -3.056 -0.534 -2.212  0.061
H: -3.652 1.004 -2.780  0.067
H: -1.223 0.681 -3.011  0.099
H: -1.449 -0.715 -4.036  0.116
H: -0.148 1.797 -5.081  0.123
H: -0.569 0.269 -5.972  0.105
H: -0.421 2.477 -7.387  0.075
H: -1.804 3.031 -6.555  0.077
H: -2.020 1.617 -7.534  0.073
C: -2.421 -5.652 2.131  -0.072
C: -3.305 -6.689 1.449  -0.240
O: -4.568 -6.199 1.020  -0.187
C: -5.340 -5.586 2.017  -0.294
C: -5.457 -4.078 1.832  -0.065
H: -1.507 -6.131 2.491  0.049
H: -2.103 -4.850 1.465  0.066
H: -2.890 -5.302 3.051  0.076
H: -2.861 -7.064 0.533  0.122
H: -3.436 -7.467 2.212  0.117
H: -6.342 -6.040 1.976  0.117
H: -5.049 -5.834 3.048  0.114
H: -4.460 -3.639 1.797  0.069
H: -6.043 -3.639 2.637  0.075
H: -5.961 -3.895 0.881  0.077
C: -3.432 3.716 -0.600  -0.057
C: -2.087 4.331 -0.888  -0.474
C: -1.593 3.911 -2.281  -0.031
O: -2.126 5.760 -0.793  -0.061
H: -3.364 2.642 -0.779  0.070
H: -4.233 4.086 -1.252  0.089
H: -3.780 3.910 0.415  0.068
H: -1.367 3.938 -0.152  0.119
H: -2.289 4.258 -3.048  0.089
H: -1.529 2.818 -2.363  0.068
H: -0.602 4.312 -2.487  0.065
H: -1.202 6.088 -0.856  0.050
C: 4.499 4.509 3.275  -0.047
C: 4.881 4.381 1.789  -0.474
C: 6.348 4.091 1.657  -0.075
O: 4.153 3.268 1.209  -0.065
H: 4.762 5.488 3.673  0.077
H: 4.962 3.656 3.783  0.073
H: 3.439 4.296 3.439  0.075
H: 4.605 5.263 1.192  0.134
H: 6.949 4.909 2.071  0.081
H: 6.707 3.847 0.661  0.078
H: 6.614 3.260 2.324  0.079
H: 3.219 3.505 1.208  0.043
C: 1.293 -6.222 1.483  -0.058
C: 2.079 -5.413 2.483  -0.454
C: 1.217 -4.926 3.641  -0.048
O: 3.138 -6.237 3.063  -0.082
H: 0.537 -6.893 1.877  0.069
H: 1.978 -6.796 0.844  0.075
H: 0.810 -5.536 0.778  0.085
H: 2.601 -4.539 2.098  0.113
H: 1.488 -5.437 4.572  0.079
H: 0.136 -5.033 3.561  0.056
H: 1.412 -3.872 3.857  0.069
H: 3.510 -6.764 2.347  0.066
C: -4.288 1.485 1.941  -0.091
C: -3.104 2.004 2.727  -0.326
O: -3.533 2.783 3.842  -0.078
H: -4.088 0.948 1.021  0.067
H: -4.949 2.317 1.686  0.070
H: -4.889 0.813 2.574  0.073
H: -2.576 2.716 2.091  0.105
H: -2.440 1.216 3.079  0.093
H: -4.130 2.241 4.371  0.078
C: 0.627 7.731 -2.762  -0.087
C: 1.459 6.754 -1.980  -0.290
O: 0.664 6.333 -0.846  -0.110
H: 0.335 8.604 -2.187  0.076
H: -0.262 7.223 -3.133  0.075
H: 1.218 8.066 -3.621  0.075
H: 2.369 7.227 -1.598  0.109
H: 1.736 5.859 -2.542  0.110
H: 1.201 5.653 -0.401  0.069
C: -3.276 -3.450 -2.605  -0.089
C: -3.644 -4.189 -1.345  -0.330
O: -4.483 -5.267 -1.726  -0.089
H: -4.156 -3.026 -3.103  0.076
H: -2.812 -4.081 -3.373  0.079
H: -2.530 -2.660 -2.503  0.052
H: -4.056 -3.551 -0.564  0.095
H: -2.717 -4.616 -0.932  0.102
H: -4.700 -5.737 -0.900  0.054

Atomic forces in eV per Å
O -0.681 -0.595 -0.012
C 0.286 -0.305 0.072
O -0.065 0.674 -0.028
B 0.136 -0.945 -0.774
O -0.108 -0.255 0.100
C 0.326 1.507 0.154
O 0.010 -0.539 -0.095
O 0.180 -0.185 0.895
C -1.158 -0.875 -1.577
O 0.686 1.315 1.058
C -0.843 -1.125 1.916
O -0.214 -0.651 0.473
O 1.537 2.003 -2.340
C 0.739 -0.678 -0.779
C -0.394 0.708 0.725
O 0.281 -0.050 -0.115
C 0.198 -0.183 -0.535
C 0.127 -0.078 0.801
H -0.402 -0.182 -0.164
H -0.687 0.158 0.207
H 0.039 0.343 0.446
H -0.177 -0.262 -0.119
H 0.246 0.136 -0.274
H 0.065 -0.141 0.159
H -0.094 0.155 0.211
H -0.308 0.100 -0.135
H 0.223 -0.137 -0.044
H 0.491 0.230 -0.263
C 0.026 0.432 -0.324
C -0.962 -0.350 0.486
O -0.124 0.405 0.045
C 0.597 0.389 0.190
C -1.111 -0.083 -0.817
H 0.106 -0.152 0.117
H 0.017 0.006 0.039
H 0.000 -0.166 0.014
H 0.011 -0.004 -0.127
H 0.476 0.195 -0.341
H -0.046 -0.310 0.294
H -0.129 -0.393 -0.039
H 0.401 -0.043 0.079
H 0.247 0.062 0.032
H 0.498 0.031 0.477
C 0.403 0.274 0.369
C -0.081 0.334 0.895
O 0.426 -0.232 -1.078
C -1.156 0.276 1.114
C 0.110 0.995 -0.108
H -0.030 -0.280 0.052
H -0.410 -0.238 -0.068
H 0.037 0.128 -0.112
H 0.089 -0.013 -0.173
H -0.083 0.021 -0.456
H 0.268 -0.268 -0.284
H 0.187 0.091 -0.027
H -0.093 -0.438 -0.307
H -0.016 -0.231 0.340
H 0.258 -0.258 -0.112
C 0.374 -0.241 -0.080
C 0.246 0.456 0.525
O 0.241 -0.031 0.076
C -1.407 0.047 0.765
C 0.199 -0.545 -0.289
H -0.040 -0.181 -0.219
H -0.238 0.232 0.158
H -0.121 0.398 -0.211
H 0.234 -0.291 0.114
H -0.222 -0.406 -0.424
H 0.037 0.160 -0.298
H 0.623 -0.007 -0.270
H -0.083 0.176 0.066
H 0.006 0.066 0.057
H 0.060 0.192 0.041
C -0.595 0.185 -0.018
C 0.766 0.226 -0.547
C -0.197 -0.211 0.173
O 0.049 -0.245 0.053
H -0.016 -0.045 0.224
H 0.298 0.139 -0.165
H 0.215 -0.073 0.065
H -0.180 0.134 0.006
H 0.028 0.033 0.026
H -0.018 0.132 0.030
H 0.072 0.113 0.013
H -0.474 -0.357 0.096
C -0.268 -0.557 -0.616
C -1.022 -0.565 -0.229
C 0.826 -0.214 0.752
O 0.578 0.256 0.251
H 0.123 -0.192 0.267
H 0.369 0.429 0.256
H -0.116 0.504 -0.259
H 0.122 0.114 0.356
H -0.174 0.197 -0.291
H -0.257 0.126 -0.156
H -0.204 -0.155 -0.289
H -0.072 0.040 -0.037
C 0.401 0.602 -1.444
C 0.303 -0.521 1.224
C 0.194 0.499 1.111
O -0.367 -0.079 0.010
H 0.110 -0.035 0.401
H -0.060 -0.104 0.131
H -0.226 -0.023 0.198
H -0.372 -0.121 -0.719
H 0.111 -0.225 -0.249
H 0.057 -0.075 -0.518
H -0.094 -0.010 -0.194
H 0.024 0.115 0.064
C -0.964 -0.200 0.528
C -0.317 0.446 -0.407
O -0.165 -0.077 0.180
H 0.496 -0.075 -0.070
H 0.117 0.034 0.005
H 0.116 0.001 -0.087
H 0.406 -0.201 0.113
H -0.056 -0.146 -0.317
H 0.092 0.063 -0.045
C 0.324 -0.251 -0.742
C -0.425 -0.063 1.038
O 0.902 -0.163 -0.144
H 0.011 -0.014 0.218
H -0.114 0.108 -0.020
H -0.182 0.068 -0.007
H 0.060 0.006 -0.127
H -0.001 0.143 -0.273
H -0.605 0.021 0.067
C 0.125 0.470 -1.072
C 1.306 -0.606 -0.403
O -0.567 -0.099 0.578
H 0.016 0.080 0.245
H -0.228 -0.477 0.375
H -0.248 0.093 0.588
H -0.283 0.125 -0.175
H -0.052 0.206 0.144
H 0.041 0.118 -0.308